# 1
Below is a molecular structure, C11H19CoN3O6P, with properties calculated with ωB97M-V/def2-TZVPD.

Geometry as XYZ:
```
41
Properties=species:S:1:pos:R:3:forces:R:3:mulliken_charge:R:1
O -0.581978 -1.533000 -2.229933 0.677 0.977 0.220 -0.228
C 0.385118 -2.166908 -2.301424 0.259 -2.354 -0.335 -0.019
Co 3.766989 0.002323 -2.747517 1.248 -0.585 -1.396 0.172
C 3.077078 1.382951 -1.963565 -3.129 7.001 4.107 0.439
O 2.616332 2.326077 -1.471194 1.748 -3.651 -1.953 -0.161
C 5.113661 0.887764 -3.545972 6.705 3.126 -4.703 0.363
O 6.000065 1.375107 -4.121906 -3.952 -1.908 2.719 -0.133
C 2.212262 -0.109327 -3.590442 -6.196 -1.141 -3.296 0.296
O 1.197336 -0.028443 -4.149349 3.822 -0.075 1.992 -0.173
C 4.012188 -0.867917 -1.246370 -0.116 -4.884 6.207 0.310
O 4.131097 -1.449516 -0.252378 -0.189 2.381 -3.545 -0.162
H 1.541185 -2.187489 -2.180957 -1.028 1.131 0.192 0.220
C -2.871613 -0.064224 -0.587609 0.034 -0.450 -0.229 -1.079
N -1.624184 0.663931 -0.390803 0.700 0.074 -0.094 0.410
C -1.251935 1.544280 -1.497861 -0.133 -0.069 0.019 -0.978
P -0.476198 0.201379 0.742190 -3.588 -0.172 1.706 0.439
O 0.886063 0.528494 0.331230 1.523 0.259 -0.501 -0.880
N -1.168329 0.934040 2.166019 1.480 0.085 -1.384 0.046
C -0.336797 0.772132 3.359115 -0.002 -0.131 0.191 -1.004
C -1.628897 2.311992 2.011637 -0.275 0.064 0.072 -0.987
N -0.690737 -1.407716 1.163243 0.705 0.857 -0.426 0.373
C -1.838552 -1.847563 1.968389 -0.001 -0.068 -0.188 -1.162
C 0.459080 -2.315160 1.109807 -0.299 -0.167 0.232 -0.944
H -3.420197 0.393449 -1.422372 0.048 0.013 0.428 0.467
H -3.517689 -0.109931 0.302301 0.269 0.230 -0.228 0.310
H -2.641477 -1.089805 -0.904764 -0.243 0.039 0.122 0.277
H -0.195670 1.817769 -1.435970 -0.168 -0.066 0.062 0.155
H -1.434725 1.026004 -2.446672 0.132 0.113 0.001 0.403
H -1.849034 2.470402 -1.501267 0.111 -0.222 0.080 0.300
H 0.699163 1.129386 3.240490 -0.286 0.114 -0.003 0.260
H -0.816933 1.303828 4.186156 0.168 -0.045 -0.076 0.427
H -0.285734 -0.279410 3.639605 0.016 -0.105 -0.008 0.291
H -0.821724 3.058820 1.920056 -0.133 -0.220 0.002 0.281
H -2.291038 2.371476 1.149237 0.140 0.105 -0.003 0.302
H -2.231554 2.555766 2.888228 0.084 0.120 0.041 0.401
H -1.524977 -2.735360 2.531875 -0.169 0.290 0.073 0.431
H -2.178193 -1.030992 2.637429 0.173 -0.713 -0.379 0.409
H -2.665686 -2.147089 1.308026 0.114 0.033 0.301 0.275
H 0.136061 -3.270745 0.679146 0.172 0.041 0.027 0.392
H 1.298632 -1.915788 0.515699 -0.532 0.042 0.291 0.076
H 0.811541 -2.500988 2.138447 0.112 -0.068 -0.339 0.385
```
Forces are in eV/Å.

Computed properties:
E_tot: -75376.0480 eV
E_HOMO (alpha / beta): -10.67 / -11.07 eV
spin multiplicity: 4
charge: +1
energy above the lowest of the compared OMol25 structures with the same formula, charge and spin: 98.3 kJ/mol
max |F|: 8.766 eV/Å

=====

# 2
Below is 6 unconnected molecules or ions with the total composition C15H22BCl3N6O3, with properties calculated with ωB97M-V/def2-TZVPD.

Geometry as XYZ:
```
50
Properties=species:S:1:pos:R:3:forces:R:3:mulliken_charge:R:1
C -3.658939 2.894315 -2.408746 -0.037 -0.586 0.935 -0.833
B -3.824995 2.148399 -1.022612 -0.156 0.804 -1.215 0.279
O -5.051873 1.790758 -0.579896 0.642 -0.835 0.274 -0.518
N -2.569359 1.907548 -0.221357 0.276 -0.707 0.691 0.186
Cl -2.491621 3.247374 0.905288 0.011 0.156 -0.214 -0.137
C -2.597828 0.710152 0.586499 -1.236 0.114 1.356 0.285
O -3.339764 0.522329 1.507184 0.719 0.042 -0.852 -0.426
O -1.652823 -0.242108 0.225664 -0.605 0.251 -0.218 -0.254
C -0.590540 -0.255381 1.079537 0.568 -0.117 0.576 0.339
Cl -0.816196 -0.813181 2.705192 -0.289 -0.046 -0.283 -0.176
C 0.587791 0.138712 0.625784 0.392 0.263 0.048 0.184
C 0.756668 0.643660 -0.771503 -0.066 -0.612 0.122 -0.814
Cl 1.985975 0.109427 1.637483 -0.063 -0.030 0.013 -0.179
H -3.432337 3.931253 -2.165204 0.126 0.215 -0.138 0.312
H -4.596826 2.863572 -2.952142 -0.033 0.081 -0.324 0.244
H -2.830673 2.488915 -2.979363 0.074 0.117 -0.254 0.276
H -5.582042 1.456504 -1.318820 -0.367 0.270 0.154 0.270
H 1.803697 0.657669 -1.042596 0.203 0.282 0.041 0.269
H 0.266486 1.603580 -0.882175 0.083 0.244 -0.177 0.277
H 0.258399 -0.080504 -1.408007 -0.164 0.083 -0.370 0.331
C 0.148725 -3.933974 4.235893 0.071 -0.078 0.029 -0.562
C 0.889395 -5.089675 4.734301 -0.097 0.138 -0.051 0.154
N 1.470297 -5.996934 5.125659 0.069 -0.110 0.047 -0.345
H -0.450075 -3.506200 5.037197 -0.014 0.017 0.001 0.278
H 0.841413 -3.180213 3.867867 -0.008 0.019 -0.016 0.202
H -0.508567 -4.237918 3.424345 -0.014 0.022 -0.018 0.282
C 5.398808 -2.239940 -0.169004 -0.088 0.176 -0.125 -0.361
C 4.844238 -0.935340 -0.517139 0.053 -0.197 -0.032 0.360
N 4.408273 0.089321 -0.790485 -0.038 0.148 -0.115 -0.417
H 5.930391 -2.176984 0.775088 -0.105 -0.072 -0.090 -0.156
H 4.597719 -2.969796 -0.074757 -0.005 -0.013 0.034 0.259
H 6.088587 -2.565892 -0.945031 0.005 -0.011 -0.010 0.305
C -8.981356 1.801762 -1.004079 0.006 -0.036 -0.022 -0.793
C -7.943992 0.897653 -1.485138 -0.180 0.043 0.050 0.487
N -7.122794 0.188065 -1.856080 0.058 0.000 -0.134 -0.507
H -9.581287 1.302081 -0.246887 -0.002 -0.003 0.018 0.282
H -8.520745 2.686393 -0.569180 0.019 0.001 0.016 0.287
H -9.622326 2.099665 -1.830890 -0.009 0.008 -0.008 0.296
C 8.214202 -0.997931 2.895554 -0.045 -0.051 -0.021 -0.806
C 7.488904 -2.243463 2.664661 0.171 0.072 0.183 0.388
N 6.919029 -3.222128 2.483411 0.034 -0.073 0.063 -0.424
H 8.568205 -0.964569 3.923421 0.004 0.007 0.015 0.306
H 9.066071 -0.937691 2.221818 0.015 0.007 -0.003 0.269
H 7.555926 -0.149955 2.716657 -0.001 0.017 0.002 0.281
C 1.697025 1.498061 -4.356095 -0.061 0.023 0.000 -0.622
C 0.460750 2.274871 -4.359291 0.168 -0.092 -0.002 0.356
N -0.509305 2.885641 -4.360004 -0.118 0.051 0.008 -0.377
H 1.743242 0.887973 -3.457103 0.037 -0.009 0.018 0.111
H 1.730211 0.848908 -5.228368 -0.011 -0.002 -0.018 0.290
H 2.555838 2.165215 -4.376555 0.009 0.010 0.018 0.262
```
Forces are in eV/Å.

Computed properties:
E_tot: -69236.9494 eV
E_HOMO: -9.07 eV
structure (SMILES): CB(O)N(Cl)C(=O)O/C(Cl)=C(\C)Cl.CC#N.CC#N.CC#N.CC#N.CC#N
max |F|: 1.839 eV/Å

=====

# 3
Below is C2H3I2NS in the gas phase, with properties calculated with ωB97M-V/def2-TZVPD.

Geometry as XYZ:
```
9
Properties=species:S:1:pos:R:3:forces:R:3:mulliken_charge:R:1
C 2.201136 0.020605 0.200796 0.033 -1.180 0.816 -0.043
C -1.556113 0.355420 -0.228083 1.267 -0.688 2.993 -0.691
N -0.714079 -0.576636 -0.881111 0.691 0.382 -1.318 -0.408
S 2.406309 -1.280968 1.071450 0.682 1.394 -0.384 -0.148
I 3.180274 1.792281 0.096508 0.162 0.343 -0.079 0.147
I -0.203570 -2.253628 -0.092598 -1.176 -1.239 0.267 0.226
H -2.565920 0.143685 -0.394656 -1.821 -0.604 -0.116 0.330
H -1.377262 0.524915 0.882667 -0.281 -0.576 -0.987 0.272
H -1.370773 1.274324 -0.654973 0.441 2.167 -1.193 0.316
```
Forces are in eV/Å.

Computed properties:
E_tot: -30643.8752 eV
E_HOMO (alpha / beta): -8.01 / -8.21 eV
energy above the lowest of the compared OMol25 structures with the same formula, charge and spin: 403.5 kJ/mol
max |F|: 3.322 eV/Å

=====

# 4
Below is a gas-phase ion, C3H7N2 (charge +1), with properties calculated with ωB97M-V/def2-TZVPD.

Geometry as XYZ:
```
12
Properties=species:S:1:pos:R:3:forces:R:3:mulliken_charge:R:1
C 0.404437 1.032328 -0.859327 -0.459 -5.287 0.871 0.327
C 0.577083 -0.379578 -1.239422 -0.420 -0.579 -0.856 -0.462
C -0.537945 0.069405 -0.271870 0.801 -1.076 -2.750 -0.325
N 0.763302 2.187878 -1.099104 -0.954 4.275 -0.108 -0.365
N -0.170968 -0.408957 1.115135 -4.782 -0.684 2.719 -0.418
H 0.244366 -0.673246 -2.357437 0.926 0.447 2.580 0.280
H 1.367156 -0.998647 -0.711603 -0.575 0.557 -1.198 0.193
H -1.553712 -0.302691 -0.651813 0.964 1.081 1.254 0.310
H 0.489659 2.959672 -0.496152 1.159 0.631 -0.351 0.284
H -0.662184 0.178295 1.896017 1.589 -0.737 -1.593 0.396
H 0.791574 -0.616686 1.356366 0.426 0.351 -0.301 0.375
H -0.751205 -1.308832 1.249235 1.325 1.020 -0.267 0.406
```
Forces are in eV/Å.

Computed properties:
E_tot: -6191.2424 eV
E_HOMO (alpha / beta): -10.53 / -15.96 eV
spin multiplicity: 3
charge: +1
energy above the lowest of the compared OMol25 structures with the same formula, charge and spin: 132.1 kJ/mol
max |F|: 5.544 eV/Å